# 1
{"formula": "C2H4N2O3", "method": "wB97M-V/def2-TZVPD", "e_tot_ha": -413.80369, "mol_weight_da": 104.1, "smiles": "NC(=O)C(=O)NO", "orbital_gap_ev": 9.106, "relative_energy_ev": 2.395, "elements": ["N", "C", "O", "C", "O", "N", "O", "H", "H", "H", "H"], "positions_angstrom": [[-1.03661, -1.55631, -0.59907], [-0.56710, -0.26151, -0.47820], [-1.09508, 0.74892, -1.04589], [0.61905, -0.23177, 0.42338], [1.05135, -1.10973, 1.14062], [1.19099, 1.02858, 0.56541], [0.65628, 2.28934, 0.12707], [-0.63184, -2.33935, -0.11316], [-1.96652, -1.66426, -0.96842], [1.93294, 1.19743, 1.25432], [-0.15347, 1.89867, -0.30605]], "lowdin_charge": [0.193, -0.348, 0.038, -0.412, 0.072, 0.049, -0.029, 0.110, 0.117, 0.162, 0.048]}

***

# 2
{"formula": "C2H4N2O3", "method": "wB97M-V/def2-TZVPD", "e_tot_ha": -413.56490, "mol_weight_da": 104.1, "orbital_gap_ev": 7.968, "relative_energy_ev": 8.893, "elements": ["C", "C", "N", "N", "O", "O", "O", "H", "H", "H", "H"], "positions_angstrom": [[-1.34798, 0.07490, -0.52613], [0.34844, 0.72964, 0.90881], [1.63454, 1.10352, 0.29995], [-1.07229, -1.13449, -0.89138], [-2.19404, 0.86062, -0.63376], [0.88205, -0.44943, 1.36228], [2.08424, -0.27020, 0.66297], [-0.11882, 1.48504, 1.64374], [1.61673, 0.90517, -0.72434], [-0.11760, -1.60544, -0.82483], [-1.71528, -1.69933, -1.27729]], "lowdin_charge": [-0.406, -0.188, 0.047, 0.168, 0.102, -0.095, -0.100, 0.134, 0.118, 0.159, 0.062]}

***

# 3
{"formula": "C2H4N2OS", "method": "wB97M-V/def2-TZVPD", "e_tot_ha": -661.44314, "mol_weight_da": 104.1, "smiles": "S[C@@H]1N=CON1", "orbital_gap_ev": 10.021, "relative_energy_ev": 3.875, "elements": ["S", "C", "N", "C", "O", "N", "H", "H", "H", "H"], "positions_angstrom": [[2.21663, 0.01675, -0.32608], [0.53195, 0.21467, 0.55232], [-0.21453, -1.10369, 0.21307], [-1.21269, -0.70218, -0.42000], [-1.31837, 0.66213, -0.62695], [-0.31572, 1.24783, 0.10632], [2.11967, -0.99981, -1.28771], [0.76592, 0.27970, 1.64348], [-1.87965, -1.33585, -0.76043], [-0.69321, 1.72044, 0.90597]], "lowdin_charge": [0.639, -0.618, 0.071, -0.197, -0.040, -0.044, -0.131, 0.111, 0.085, 0.124]}

***

# 4
{"formula": "C2H4N2OS", "method": "wB97M-V/def2-TZVPD", "e_tot_ha": -661.50159, "mol_weight_da": 104.1, "smiles": "NN(C=O)C=S", "orbital_gap_ev": 8.765, "relative_energy_ev": 2.284, "elements": ["N", "N", "C", "O", "C", "S", "H", "H", "H", "H"], "positions_angstrom": [[-0.16241, -1.42784, 0.18698], [0.04806, -0.02081, -0.17184], [0.36819, 0.74449, 0.93299], [0.70511, 0.16670, 1.96151], [-0.31461, 0.41565, -1.46526], [-0.20108, 1.97198, -1.89428], [0.75126, -1.78429, 0.53686], [-0.72319, -1.44822, 1.04122], [0.22281, 1.80734, 0.91529], [-0.69413, -0.42500, -2.04347]], "lowdin_charge": [0.077, -0.199, -0.285, 0.021, -0.639, 0.665, 0.101, 0.085, 0.106, 0.069]}

***

# 5
{"formula": "C2H4N2OS2", "method": "wB97M-V/def2-TZVPD", "e_tot_ha": -1059.50608, "mol_weight_da": 136.2, "orbital_gap_ev": 7.563, "relative_energy_ev": 6.454, "elements": ["C", "C", "H", "H", "H", "H", "N", "N", "O", "S", "S"], "positions_angstrom": [[-0.00151, -0.26090, 0.08216], [1.42672, -0.51985, 0.40460], [0.65133, 1.95302, -1.34637], [-1.11481, 1.78852, 0.12835], [1.79668, 0.29755, 1.17162], [-2.87377, -2.22829, -0.06177], [-0.17061, 1.13418, 0.00550], [-0.83481, -1.31857, 0.25075], [1.13708, 1.78198, -0.17637], [2.41203, -1.68431, -0.25803], [-2.42834, -0.94334, -0.20045]], "lowdin_charge": [-0.567, -0.616, 0.303, 0.220, 0.106, -0.133, -0.128, -0.344, -0.162, 0.660, 0.661]}

***

# 6
{"formula": "C2H4N2OS2", "method": "wB97M-V/def2-TZVPD", "e_tot_ha": -1059.67006, "mol_weight_da": 136.2, "smiles": "NC(=O)NSC=S", "orbital_gap_ev": 8.596, "relative_energy_ev": 1.992, "elements": ["N", "C", "O", "N", "S", "C", "S", "H", "H", "H", "H"], "positions_angstrom": [[0.69560, 0.98530, -1.73530], [0.94045, 0.02275, -0.62829], [1.91197, -0.32276, 0.11719], [-0.41372, -0.40896, -0.42775], [-1.10790, -1.39177, 0.65295], [-0.88521, -0.64092, 2.11969], [-0.30257, 0.87079, 2.37358], [0.01453, 0.69355, -2.49506], [1.58586, 1.32490, -2.37717], [-1.22048, 0.28544, -0.50687], [-1.21853, -1.41832, 2.90703]], "lowdin_charge": [0.050, -0.518, 0.012, -0.405, 0.888, -1.059, 0.616, 0.098, 0.162, 0.108, 0.045]}

***

# 7
{"formula": "C2H4N2P2", "method": "wB97M-V/def2-TZVPD", "e_tot_ha": -870.62833, "mol_weight_da": 118.0, "orbital_gap_ev": [8.975, 4.806], "relative_energy_ev": 3.918, "elements": ["C", "C", "N", "N", "P", "P", "H", "H", "H", "H"], "positions_angstrom": [[-1.67630, -1.17668, -0.18112], [-0.92951, 1.03413, 0.48895], [-0.38321, -0.97100, -0.19616], [0.02246, 0.19213, 0.16193], [-2.55249, 0.35848, 0.17686], [3.11525, -0.38748, -0.00169], [-2.19124, -2.10694, -0.47682], [-0.95198, 2.02980, 0.69891], [3.52608, 1.06785, 0.21445], [2.02094, -0.04029, -0.88530]], "lowdin_charge": [-0.398, -0.389, -0.113, -0.142, 0.978, 0.481, 0.058, 0.006, -0.213, -0.269]}

***

# 8
{"formula": "C2H4N2S", "method": "wB97M-V/def2-TZVPD", "e_tot_ha": -586.19722, "mol_weight_da": 88.1, "orbital_gap_ev": 9.516, "relative_energy_ev": 2.644, "elements": ["C", "C", "N", "N", "S", "H", "H", "H", "H"], "positions_angstrom": [[-0.35805, -0.50252, -2.82833], [-0.42971, -0.64848, 0.66291], [0.25410, -1.06294, -3.62649], [0.61075, 0.13336, 0.46010], [-1.94475, 0.37274, 0.89994], [-0.71731, 0.20835, -2.14734], [1.52318, -0.18571, 0.37826], [0.40750, 1.16774, 0.31964], [-2.47052, -0.57362, 1.50058]], "lowdin_charge": [-0.089, -0.482, 0.058, -0.073, 0.648, 0.012, 0.062, 0.104, -0.240]}

***

# 9
{"formula": "C2H4N2S", "method": "wB97M-V/def2-TZVPD", "e_tot_ha": -586.22470, "mol_weight_da": 88.1, "smiles": "C=NNC=S", "orbital_gap_ev": 8.696, "relative_energy_ev": 1.896, "elements": ["C", "N", "N", "C", "S", "H", "H", "H", "H"], "positions_angstrom": [[1.50147, -0.43742, -0.04110], [0.94933, 0.75488, 0.12314], [-0.41780, 0.84946, -0.01191], [-1.29713, -0.15979, 0.19688], [-2.81940, 0.06403, -0.03686], [2.61815, -0.43973, -0.24506], [1.10264, -1.38200, -0.35736], [-0.80112, 1.83514, -0.17518], [-0.83613, -1.08455, 0.54746]], "lowdin_charge": [-0.047, -0.026, -0.144, -0.812, 0.678, 0.079, 0.049, 0.162, 0.061]}

***

# 10
{"formula": "C2H4N2S", "method": "wB97M-V/def2-TZVPD", "e_tot_ha": -586.16169, "mol_weight_da": 88.1, "orbital_gap_ev": 9.029, "relative_energy_ev": 3.611, "elements": ["C", "C", "N", "N", "S", "H", "H", "H", "H"], "positions_angstrom": [[0.18404, -0.86219, 0.06023], [-0.92179, 0.12595, 0.18814], [1.03531, 0.31441, 0.26904], [0.08712, 1.20990, 0.29883], [-1.03200, 1.20944, -1.27291], [0.28926, -1.45348, 0.91816], [0.16200, -1.29602, -1.04819], [-1.73132, 0.20592, 0.77888], [1.92737, 0.54606, -0.19217]], "lowdin_charge": [-0.171, -0.571, -0.122, -0.263, 0.696, 0.089, 0.148, 0.051, 0.142]}